(1)
C3H5NO3S | ωB97M-V/def2-TZVPD

Results
E   -795.8775 hartree
Orbital gap   10.03 eV
Energy relative to the best compared isomer or geometry (same formula, charge and spin)   74.9 kcal/mol
HOMO level   -9.52 eV
Lowest unoccupied orbital energy   0.51 eV

Last column: natural (NBO) charge in e.
Cartesian coordinates (Å):
C -1.1212 0.4796 -1.8421  -0.273
O -1.7803 0.3867 -0.5849  -0.460
C -1.0406 0.1925 0.4565  0.475
S -1.4974 -0.0655 2.0024  -0.121
O 0.2642 0.1634 0.0609  -0.374
N 1.2457 0.2269 0.9407  -0.322
C 1.7664 -0.9920 1.2661  0.515
O 2.6172 -1.2401 2.1351  -0.570
H -0.3986 -0.3006 -2.1411  0.202
H -0.5544 1.3966 -1.9212  0.199
H -1.9237 0.3761 -2.5333  0.205
H 1.1818 1.0370 1.6738  0.410
H 1.2409 -1.6608 0.4870  0.113

***

(2)
C3H5NO3S | ωB97M-V/def2-TZVPD

Results
E   -795.7862 hartree
Orbital gap   8.44 eV
Energy relative to the best compared isomer or geometry (same formula, charge and spin)   132.2 kcal/mol
HOMO level   -8.68 eV
Lowest unoccupied orbital energy   -0.24 eV

Last column: natural (NBO) charge in e.
Cartesian coordinates (Å):
C -0.0545 -0.5647 1.5979  -0.815
S 0.1736 1.1650 1.0205  0.509
C 0.1121 0.8342 -0.6436  0.234
O -0.1085 -0.3296 -1.2089  -0.665
C 0.0718 2.1595 -1.5821  -0.287
N 0.0202 3.3867 -0.9951  0.465
O -0.2483 4.4238 -1.6029  -0.442
O 0.1934 3.4092 0.2072  -0.457
H -0.3009 -0.4845 2.6835  0.242
H 0.7095 -1.3197 1.3772  0.234
H -0.8876 -1.0419 0.9458  0.236
H 0.0052 -0.4441 -2.2030  0.529
H -0.1324 1.9754 -2.6975  0.217

***

(3)
C3H5NO4 | ωB97M-V/def2-TZVPD

Results
E   -472.8857 hartree
Orbital gap   10.75 eV
Energy relative to the best compared isomer or geometry (same formula, charge and spin)   115.3 kcal/mol
HOMO level   -10.90 eV
Lowest unoccupied orbital energy   -0.15 eV

Last column: natural (NBO) charge in e.
Cartesian coordinates (Å):
C -1.3549 0.7265 -1.3882  -0.338
C -0.9989 -0.1394 -0.4925  -0.227
C 0.2897 0.1512 0.4207  0.556
O 1.2734 0.7326 -0.2238  -0.717
O -0.1271 0.7621 1.6323  -0.660
N 0.8240 -1.2289 0.8179  0.496
O 1.8291 -1.5693 0.1739  -0.428
O 0.2963 -1.8969 1.6518  -0.301
H -2.1711 0.5305 -1.9366  0.194
H -0.8148 1.5433 -1.7364  0.205
H -1.6256 -0.9465 -0.1374  0.219
H 1.9428 0.0249 -0.4390  0.521
H 0.6371 1.3099 1.6574  0.479

***

(4)
C3H5NOS | ωB97M-V/def2-TZVPD

Results
E   -645.3799 hartree
Orbital gap   8.09 eV
Energy relative to the best compared isomer or geometry (same formula, charge and spin)   82.7 kcal/mol
HOMO level   -7.64 eV
Lowest unoccupied orbital energy   0.45 eV

Last column: natural (NBO) charge in e.
Cartesian coordinates (Å):
C -0.3670 0.2933 -2.1448  -0.461
C 0.1711 0.1996 -0.9374  0.098
O -0.0791 -0.9223 -0.2090  -0.457
C 0.0739 -0.8666 1.0961  0.412
N 0.1588 0.1635 1.8569  -0.637
S -0.2940 1.6999 1.6832  -0.223
H -0.8128 -0.6825 -2.3442  0.209
H -0.2244 1.1573 -2.7628  0.227
H 0.8991 0.9405 -0.6656  0.212
H 0.1855 -1.9455 1.5418  0.188
H 0.2888 -0.0371 2.8856  0.431

***

(5)
C3H5NOS | ωB97M-V/def2-TZVPD

Results
E   -645.3286 hartree
Orbital gap   7.94 eV
Energy relative to the best compared isomer or geometry (same formula, charge and spin)   114.9 kcal/mol
HOMO level   -7.73 eV
Lowest unoccupied orbital energy   0.20 eV

Last column: natural (NBO) charge in e.
Cartesian coordinates (Å):
O 1.3331 -1.4519 0.0257  -0.685
C 0.1909 -0.9814 -0.4596  0.409
N -0.8544 -0.9012 0.2662  -0.614
S -2.3005 -0.2300 -0.0165  -0.178
H 1.2050 -2.2148 0.6214  0.497
H 0.1869 -0.8821 -1.6000  0.204
H -0.5132 -0.9697 1.2659  0.393
C 0.6816 1.5523 -0.1987  -0.315
C -0.2326 2.2232 0.1669  -0.190
H 1.4752 1.3472 -0.7828  0.218
H -1.1721 2.5084 0.7116  0.261

***

(6)
C3H5NOS | ωB97M-V/def2-TZVPD

Results
E   -645.3852 hartree
Orbital gap   8.44 eV
Energy relative to the best compared isomer or geometry (same formula, charge and spin)   79.3 kcal/mol
HOMO level   -7.83 eV
Lowest unoccupied orbital energy   0.61 eV

Last column: natural (NBO) charge in e.
Cartesian coordinates (Å):
S -2.1508 -0.0285 0.4840  0.122
N -0.5287 -0.0538 -0.3666  -0.535
C 0.1464 1.1164 0.0509  -0.152
C 1.3509 0.6524 0.7938  0.052
O 1.4690 -0.7244 0.6882  -0.499
C 0.3870 -1.1193 -0.1299  0.070
H -1.5397 0.1441 1.6583  0.100
H -0.3582 2.0907 0.1546  0.241
H 2.3841 1.0580 1.0955  0.228
H 0.0291 -2.1095 0.2815  0.204
H 0.8041 -1.3482 -1.1369  0.170

***

(7)
C3H5NOS | ωB97M-V/def2-TZVPD

Results
E   -645.2807 hartree
Orbital gap   8.19 eV
Energy relative to the best compared isomer or geometry (same formula, charge and spin)   145.0 kcal/mol
HOMO level   -8.70 eV
Lowest unoccupied orbital energy   -0.51 eV

Last column: natural (NBO) charge in e.
Cartesian coordinates (Å):
C 0.1633 1.2464 0.0894  -0.031
C 0.2665 2.7851 1.4092  -0.295
C -0.3120 -1.0882 -0.5118  -0.438
N -0.2232 0.1023 0.5347  0.090
O -0.6760 -0.0436 1.6861  -0.508
S 0.7441 4.1416 0.7549  0.122
H 0.1175 1.6973 -0.8394  0.199
H -0.1556 2.5957 2.3664  0.205
H 0.4242 -1.8739 -0.2152  0.226
H -1.3891 -1.5300 -0.6873  0.232
H 0.0483 -0.7040 -1.3896  0.197

***

(8)
C3H5NOS2 | ωB97M-V/def2-TZVPD

Results
E   -1043.4936 hartree
Orbital gap   8.19 eV
Energy relative to the best compared isomer or geometry (same formula, charge and spin)   122.8 kcal/mol
HOMO level   -8.81 eV
Lowest unoccupied orbital energy   -0.61 eV

Last column: natural (NBO) charge in e.
Cartesian coordinates (Å):
O -0.6014 1.7204 0.5967  -0.665
N -1.8212 1.4303 -0.3872  -0.147
C -1.7334 0.2225 -0.6957  -0.112
S -1.0212 -1.3364 -0.0987  0.331
C 0.4740 -1.0180 0.6272  -0.712
C 1.9220 -0.8093 -0.2504  -0.261
S 2.8423 0.5707 -0.3266  0.093
H -0.4650 2.7645 0.3830  0.487
H -2.6541 0.0991 -1.5882  0.243
H 0.6870 -1.7925 1.3839  0.255
H 0.3559 -0.0136 1.2153  0.290
H 2.0151 -1.8377 -0.8592  0.199

***

- Look up the HOMO level of the sixth one.
  -7.83 eV

***

Repeat the third record exactly.
C3H5NO4 | ωB97M-V/def2-TZVPD

Results
E   -472.8857 hartree
Orbital gap   10.75 eV
Energy relative to the best compared isomer or geometry (same formula, charge and spin)   115.3 kcal/mol
HOMO level   -10.90 eV
Lowest unoccupied orbital energy   -0.15 eV

Last column: natural (NBO) charge in e.
Cartesian coordinates (Å):
C -1.3549 0.7265 -1.3882  -0.338
C -0.9989 -0.1394 -0.4925  -0.227
C 0.2897 0.1512 0.4207  0.556
O 1.2734 0.7326 -0.2238  -0.717
O -0.1271 0.7621 1.6323  -0.660
N 0.8240 -1.2289 0.8179  0.496
O 1.8291 -1.5693 0.1739  -0.428
O 0.2963 -1.8969 1.6518  -0.301
H -2.1711 0.5305 -1.9366  0.194
H -0.8148 1.5433 -1.7364  0.205
H -1.6256 -0.9465 -0.1374  0.219
H 1.9428 0.0249 -0.4390  0.521
H 0.6371 1.3099 1.6574  0.479

***

- What is the HOMO level in the eighth record?
  -8.81 eV

***

- Number 4 is which compound?
  C3H5NOS